Below is a 2-piece molecular cluster, C13H21BBrNO10P overall, with properties calculated with wB97M-V/def2-TZVPD.

ORCA input file:
```
! RIJCOSX wB97M-V def2-TZVPD def2/J DEFGRID3
* xyz -1 1
H 3.56 -0.98 3.53
B -5.24 -0.63 -2.65
C 2.56 1.56 -1.30
H 0.60 2.39 3.19
C 1.01 -0.60 2.37
H 3.00 -2.52 1.74
H 4.20 2.38 -0.14
H 3.29 1.31 -2.07
C 3.15 2.57 -0.32
H -0.46 0.36 3.59
H 3.02 3.58 -0.69
O -6.12 -0.50 -5.98
C -6.07 0.98 -4.04
O -6.48 2.01 -4.49
H 2.07 -2.21 4.54
H 2.86 -1.58 -0.27
H 2.63 2.51 0.64
O -3.83 -0.70 -2.18
H 0.29 -1.40 2.27
O 1.91 -1.05 -2.54
N 2.05 0.33 -0.66
O 2.07 -2.58 3.66
Br 1.68 2.24 5.40
H 4.03 -0.42 -0.83
O -5.53 -2.41 0.30
C 3.54 -0.28 1.27
H 3.39 0.75 1.57
O -5.40 -1.23 -3.98
C -3.78 -1.37 -1.04
C -0.16 -0.20 -1.73
C -5.21 -1.79 -0.67
H 1.71 2.02 -1.80
O -6.02 -1.35 -1.62
P 2.66 -1.40 2.51
C 1.33 -0.37 -1.72
O -5.68 0.77 -2.79
C 3.15 -0.54 -0.18
H -0.45 0.20 -2.70
O -2.79 -1.59 -0.41
H 4.61 -0.47 1.38
C 1.26 1.63 3.59
H -0.63 -1.17 -1.64
C -5.88 -0.33 -4.82
H 0.95 0.01 1.47
H -0.53 0.43 -0.92
H 0.85 -0.26 4.53
C 0.63 0.24 3.59
H 2.20 1.67 3.04
*
```

E_LUMO in eV: 2.09
Calculated total energy in Eh: -4255.63884
Kohn-Sham gap in eV: 9.311
Max |F| in hartree/bohr: 0.018
Highest occupied orbital energy in eV: -7.220

These are the Löwdin partial charges, in e, on atoms 1 to 8: 0.05, -0.87, -0.23, 0.06, -0.28, 0.05, 0.07, 0.12